Molecular formula: C46H35BCl7N4O8ReS
Method: DFT, ωB97M-V with the def2-TZVPD basis set

Output
Energy above the lowest of the compared OMol25 structures with the same formula, charge and spin (eV): 0.4611
DFT total energy (a.u.): -6317.79913
Frontier orbital gap (alpha / beta) (eV): 6.95 / 6.69
Spin multiplicity: 4
Max |F| (eV/Å): 1.4
LUMO energy (alpha / beta) (eV): 2.1 / 1.4
Total charge: -1

Each line ends with the Löwdin charge.
Cartesian coordinates (Å):
Re1 0.021 -0.009 0.504  1.729
O1 4.754 0.854 3.104  0.049
C1 3.862 1.547 3.836  -0.270
C2 4.351 2.291 4.910  -0.025
C3 3.488 3.015 5.709  -0.094
C4 2.119 3.018 5.458  -0.094
C5 1.632 2.294 4.387  -0.013
C6 2.484 1.555 3.565  -0.066
C7 1.892 0.814 2.432  -0.396
O2 0.651 1.029 2.159  -0.142
N1 2.660 -0.019 1.767  0.078
N2 1.942 -0.673 0.761  -0.138
C8 2.533 -1.636 0.150  -0.033
C9 1.936 -2.459 -0.873  -0.131
C10 2.741 -3.478 -1.412  -0.055
C11 2.273 -4.351 -2.363  -0.107
C12 0.949 -4.218 -2.798  -0.088
C13 0.135 -3.235 -2.291  -0.009
C14 0.598 -2.325 -1.320  -0.307
O3 -0.243 -1.411 -0.900  -0.228
H1 4.246 0.343 2.430  0.064
H2 5.417 2.278 5.096  0.112
H3 3.887 3.584 6.540  0.098
H4 1.443 3.580 6.088  0.096
H5 0.575 2.284 4.156  0.120
H6 3.557 -1.847 0.449  0.135
H7 3.760 -3.564 -1.052  0.108
H8 2.911 -5.127 -2.762  0.093
H9 0.557 -4.899 -3.544  0.100
H10 -0.889 -3.124 -2.623  0.112
Cl1 -4.942 1.454 4.892  0.645
C15 -3.674 0.608 4.072  -0.808
C16 -3.116 -0.533 4.624  -0.743
Cl2 -3.672 -1.120 6.155  0.644
C17 -2.100 -1.216 3.946  -0.617
Cl3 -1.377 -2.639 4.612  0.687
C18 -1.649 -0.779 2.704  -0.433
O4 -0.720 -1.370 2.004  -0.199
C19 -2.246 0.377 2.131  -0.425
O5 -1.835 0.702 0.900  -0.243
C20 -3.225 1.063 2.823  -0.723
Cl4 -3.892 2.502 2.132  0.710
Cl5 -6.718 5.962 -2.568  0.655
C21 -6.386 4.253 -2.521  -0.661
C22 -5.491 3.752 -1.596  -0.081
C23 -5.253 2.387 -1.573  -0.003
C24 -5.879 1.516 -2.456  -0.168
C25 -5.504 0.055 -2.413  -0.308
C26 -4.532 -0.282 -3.544  -0.062
N3 -3.303 0.446 -3.305  -0.071
C27 -2.889 1.656 -3.816  -0.067
C28 -1.785 2.000 -3.088  -0.115
N4 -1.516 1.036 -2.144  0.082
C29 -2.446 0.136 -2.300  -0.182
O6 -6.644 -0.776 -2.431  -0.117
C30 -6.532 -1.864 -1.516  -0.151
C31 -6.249 -1.406 -0.119  -0.335
C32 -5.054 -1.545 0.527  -0.897
Cl6 -3.649 -2.345 -0.056  0.750
S1 -5.034 -0.828 2.080  1.103
C33 -6.656 -0.314 1.893  -0.349
C34 -7.175 -0.683 0.692  -0.130
C35 -6.754 2.067 -3.387  -0.564
Cl7 -7.539 1.081 -4.595  0.724
C36 -7.025 3.424 -3.424  -0.138
H11 -4.984 4.413 -0.908  0.110
H12 -4.542 1.992 -0.857  0.111
H13 -4.958 -0.104 -1.479  0.118
H14 -4.953 -0.021 -4.513  0.112
H15 -4.310 -1.351 -3.540  0.136
H16 -3.422 2.149 -4.611  0.116
H17 -1.168 2.879 -3.189  0.103
H18 -2.543 -0.765 -1.713  0.064
H19 -5.755 -2.564 -1.839  0.105
H20 -7.495 -2.371 -1.574  0.132
H21 -7.132 0.250 2.678  0.067
H22 -8.177 -0.439 0.367  0.115
H23 -7.715 3.824 -4.152  0.100
C37 2.023 7.932 -1.155  -0.075
C38 2.639 7.143 -2.311  -0.565
C39 2.023 7.653 -3.621  -0.053
C40 4.149 7.416 -2.321  -0.055
C41 2.388 5.638 -2.180  -0.178
C42 2.920 4.773 -3.140  -0.047
C43 2.735 3.392 -3.094  0.018
C44 1.991 2.897 -2.047  -0.222
O7 1.659 1.605 -1.755  0.126
B1 0.872 1.655 -0.582  -0.531
O8 0.773 3.001 -0.167  0.142
C45 1.455 3.739 -1.091  -0.200
C46 1.634 5.105 -1.129  0.068
H24 2.241 8.995 -1.285  0.081
H25 2.432 7.622 -0.192  0.087
H26 0.938 7.817 -1.120  0.085
H27 2.198 8.726 -3.731  0.080
H28 0.946 7.476 -3.634  0.089
H29 2.455 7.149 -4.486  0.075
H30 4.339 8.490 -2.403  0.080
H31 4.642 6.922 -3.159  0.073
H32 4.612 7.055 -1.400  0.090
H33 3.501 5.181 -3.957  0.101
H34 3.156 2.737 -3.845  0.117
H35 1.199 5.719 -0.355  0.116

Molecular formula: C46H35CaF15NO9PS4
Method: DFT, ωB97M-V with the def2-TZVPD basis set

Output
Energy above the lowest of the compared OMol25 structures with the same formula, charge and spin (eV): 0.2874
DFT total energy (a.u.): -6615.66032
Frontier orbital gap (eV): 8.62
Max |F| (eV/Å): 4.6
LUMO energy (eV): 0.0

Each line ends with the Löwdin charge.
Cartesian coordinates (Å):
Ca1 -0.640 0.065 0.756  1.325
O1 0.365 -0.639 2.510  -0.674
S1 0.250 -0.045 3.875  1.072
C1 2.028 0.406 4.330  -0.242
C2 2.973 0.222 3.160  -0.222
C3 2.745 1.291 2.096  -0.232
C4 3.550 1.053 0.833  -0.258
S2 2.744 -0.106 -0.380  1.066
O2 1.272 -0.089 -0.143  -0.698
C5 3.332 -1.677 0.324  -0.358
C6 2.435 -2.500 0.982  -0.090
C7 2.868 -3.718 1.481  -0.055
C8 4.181 -4.121 1.282  -0.067
C9 5.068 -3.305 0.595  -0.067
C10 4.645 -2.076 0.114  -0.080
C11 0.247 -1.492 4.945  -0.379
C12 0.185 -2.757 4.395  -0.065
C13 0.218 -3.864 5.227  -0.063
C14 0.315 -3.700 6.599  -0.075
C15 0.367 -2.426 7.144  -0.066
C16 0.317 -1.316 6.318  -0.100
H1 2.327 -0.205 5.175  0.087
H2 1.979 1.448 4.643  0.096
H3 2.820 -0.776 2.749  0.094
H4 4.005 0.281 3.515  0.130
H5 3.015 2.266 2.513  0.132
H6 1.683 1.331 1.830  0.074
H7 4.534 0.638 1.048  0.095
H8 3.654 1.979 0.267  0.089
H9 1.412 -2.166 1.106  0.089
H10 2.182 -4.357 2.018  0.107
H11 4.511 -5.081 1.651  0.108
H12 6.083 -3.635 0.427  0.109
H13 5.326 -1.438 -0.428  0.113
H14 0.110 -2.853 3.322  0.104
H15 0.158 -4.858 4.806  0.107
H16 0.350 -4.565 7.246  0.106
H17 0.448 -2.299 8.214  0.110
H18 0.317 -0.316 6.725  0.116
O3 0.665 2.608 0.137  0.011
C17 -0.072 3.745 0.064  -0.254
C18 0.567 4.954 0.328  -0.012
C19 -0.124 6.145 0.243  -0.076
C20 -1.463 6.144 -0.118  -0.083
C21 -2.102 4.949 -0.386  -0.007
C22 -1.429 3.734 -0.287  -0.071
C23 -2.170 2.457 -0.573  -0.564
O4 -3.347 2.477 -0.882  0.089
O5 -1.469 1.356 -0.518  -0.401
H19 0.021 1.907 -0.132  0.011
H20 1.612 4.934 0.597  0.114
H21 0.385 7.078 0.440  0.105
H22 -2.000 7.078 -0.189  0.100
H23 -3.138 4.930 -0.688  0.121
F1 -4.677 1.145 1.840  0.180
C24 -4.275 -0.107 1.869  -0.642
F2 -4.445 -0.620 0.642  0.132
F3 -5.043 -0.824 2.691  0.143
S3 -2.483 -0.351 2.343  0.565
O6 -1.840 0.928 2.246  -0.392
O7 -2.045 -1.321 1.377  -0.380
N1 -2.451 -0.945 3.782  -0.264
S4 -2.854 0.161 4.850  0.602
O8 -1.724 0.712 5.529  -0.312
O9 -3.839 1.047 4.330  -0.243
C25 -3.690 -0.913 6.144  -0.652
F4 -4.009 -0.189 7.216  0.149
F5 -2.853 -1.874 6.541  0.139
F6 -4.797 -1.492 5.695  0.153
F7 3.290 -4.675 -5.360  0.136
C26 2.077 -5.002 -4.874  -0.590
F8 2.278 -6.014 -4.020  0.137
F9 1.386 -5.509 -5.909  0.144
C27 1.386 -3.822 -4.249  -0.117
C28 1.188 -2.686 -5.027  0.000
C29 0.563 -1.580 -4.483  -0.064
C30 0.134 -1.593 -3.160  -0.330
C31 0.332 -2.741 -2.399  -0.085
C32 0.953 -3.856 -2.931  -0.002
P1 -0.680 -0.204 -2.231  1.128
C33 -2.195 -0.026 -3.259  -0.316
C34 -2.194 0.494 -4.551  -0.070
C35 -3.369 0.565 -5.277  0.003
C36 -4.555 0.115 -4.712  -0.111
C37 -4.571 -0.386 -3.416  0.010
C38 -3.391 -0.459 -2.697  -0.059
C39 -5.838 0.173 -5.495  -0.587
F10 -6.637 1.182 -5.109  0.145
F11 -5.643 0.335 -6.814  0.132
F12 -6.567 -0.949 -5.360  0.137
C40 0.314 1.198 -2.865  -0.324
C41 -0.253 2.465 -3.002  -0.066
C42 0.539 3.573 -3.241  0.017
C43 1.913 3.419 -3.373  -0.109
C44 2.485 2.153 -3.308  -0.003
C45 1.688 1.054 -3.053  -0.119
C46 2.796 4.609 -3.626  -0.586
F13 4.006 4.478 -3.051  0.129
F14 3.031 4.800 -4.940  0.139
F15 2.286 5.757 -3.166  0.143
H24 1.527 -2.671 -6.051  0.126
H25 0.420 -0.701 -5.092  0.105
H26 -0.010 -2.736 -1.367  0.094
H27 1.103 -4.742 -2.334  0.119
H28 -1.281 0.863 -4.994  0.102
H29 -3.364 0.966 -6.280  0.121
H30 -5.501 -0.716 -2.980  0.127
H31 -3.392 -0.836 -1.683  0.097
H32 -1.322 2.589 -2.908  0.116
H33 0.096 4.554 -3.313  0.132
H34 3.550 2.038 -3.448  0.125
H35 2.137 0.072 -2.996  0.081

Molecular formula: C46H37ErIN9S3
Method: DFT, ωB97M-V with the def2-TZVPD basis set

Output
Energy above the lowest of the compared OMol25 structures with the same formula, charge and spin (eV): 0.0000
DFT total energy (a.u.): -4774.92380
Frontier orbital gap (alpha / beta) (eV): 6.76 / 6.78
Spin multiplicity: 4
Max |F| (eV/Å): 1.1
LUMO energy (alpha / beta) (eV): -5.2 / -5.2
Total charge: +2

Each line ends with the Löwdin charge.
Cartesian coordinates (Å):
Er1 -0.640 0.529 0.068  1.227
S1 6.676 2.009 -2.312  1.094
C1 6.632 3.148 -3.581  -0.385
C2 5.360 3.440 -3.976  -0.170
C3 4.395 2.735 -3.239  -0.112
C4 4.938 1.902 -2.288  -0.465
C5 4.276 1.029 -1.352  -0.181
C6 2.871 0.992 -1.262  -0.113
N1 2.175 0.283 -0.399  0.057
C7 2.870 -0.486 0.469  -0.148
C8 4.285 -0.583 0.428  -0.119
C9 4.975 -1.461 1.313  0.005
C10 4.291 -2.220 2.194  0.000
C11 2.873 -2.129 2.288  -0.124
C12 2.166 -2.927 3.184  0.082
C13 0.788 -2.792 3.268  -0.189
C14 0.191 -1.798 2.473  -0.129
N2 0.817 -1.047 1.590  0.040
C15 2.155 -1.231 1.459  -0.161
C16 -0.013 -3.606 4.137  -0.469
C17 0.423 -4.565 5.017  -0.097
C18 -0.621 -5.178 5.727  -0.157
C19 -1.846 -4.694 5.385  -0.379
S2 -1.751 -3.478 4.184  1.065
C20 4.979 0.197 -0.495  0.046
H1 7.552 3.547 -3.958  0.074
H2 5.130 4.128 -4.770  0.108
H3 3.339 2.833 -3.420  0.092
H4 2.314 1.606 -1.947  0.060
H5 6.051 -1.511 1.250  0.127
H6 4.795 -2.906 2.856  0.126
H7 2.711 -3.636 3.786  0.130
H8 -0.865 -1.621 2.600  0.049
H9 1.458 -4.813 5.161  0.114
H10 -0.471 -5.942 6.465  0.113
H11 -2.800 -4.970 5.785  0.073
H12 6.057 0.148 -0.538  0.106
I1 -2.549 2.659 -1.643  1.069
C21 -4.305 2.180 -0.476  -0.553
C22 -5.422 2.894 -0.801  -0.154
C23 -6.624 2.618 -0.141  -0.061
C24 -6.650 1.630 0.799  -0.020
C25 -5.492 0.895 1.130  -0.164
C26 -5.573 -0.130 2.094  -0.026
C27 -4.467 -0.869 2.387  -0.070
C28 -3.248 -0.591 1.748  -0.190
C29 -3.041 0.420 0.815  -0.267
C30 -4.233 1.161 0.495  -0.271
H13 -5.383 3.657 -1.561  0.092
H14 -7.507 3.177 -0.398  0.115
H15 -7.569 1.390 1.312  0.120
H16 -6.522 -0.317 2.574  0.119
H17 -4.510 -1.666 3.117  0.099
H18 -2.433 -1.250 2.017  0.034
C31 1.371 6.004 -0.641  -0.030
N3 1.013 5.177 -1.759  -0.118
C32 0.882 5.580 -3.057  -0.006
C33 0.575 4.498 -3.798  -0.025
N4 0.521 3.390 -2.956  -0.002
C34 0.764 3.851 -1.674  -0.707
S3 0.804 3.086 -0.185  0.653
C35 0.417 2.073 -3.441  -0.308
C36 0.616 1.836 -4.808  0.025
C37 0.598 0.539 -5.277  -0.011
C38 0.408 -0.500 -4.377  -0.015
C39 0.219 -0.179 -3.049  -0.140
N5 0.198 1.073 -2.576  -0.004
H19 1.775 6.943 -1.006  0.105
H20 2.120 5.493 -0.037  0.080
H21 0.501 6.198 -0.013  0.105
H22 1.022 6.595 -3.365  0.140
H23 0.381 4.445 -4.847  0.121
H24 0.815 2.634 -5.501  0.110
H25 0.753 0.348 -6.327  0.127
H26 0.428 -1.528 -4.696  0.121
H27 0.112 -0.962 -2.304  0.080
N6 -1.094 1.079 3.292  -0.040
N7 -0.780 2.143 2.359  -0.119
H28 -1.583 1.437 4.116  0.100
H29 -0.220 0.674 3.622  0.073
H30 -0.135 2.825 2.778  0.088
H31 -1.655 2.652 2.199  0.088
N8 -3.312 -3.177 -0.774  0.167
C40 -2.798 -1.955 -0.978  -0.158
N9 -1.510 -1.874 -0.709  0.027
C41 -1.146 -3.160 -0.323  -0.225
C42 0.092 -3.719 -0.005  -0.024
C43 0.118 -5.055 0.339  -0.066
C44 -1.030 -5.850 0.333  -0.063
C45 -2.252 -5.332 -0.032  0.003
C46 -2.290 -3.984 -0.349  -0.185
H32 -4.277 -3.447 -0.877  0.180
H33 -3.408 -1.147 -1.347  0.138
H34 1.006 -3.145 -0.062  0.106
H35 1.060 -5.512 0.595  0.111
H36 -0.956 -6.891 0.601  0.113
H37 -3.133 -5.947 -0.101  0.119

Molecular formula: C46H37FGeN7O6RbS
Method: DFT, ωB97M-V with the def2-TZVPD basis set

Output
Energy above the lowest of the compared OMol25 structures with the same formula, charge and spin (eV): 0.8687
DFT total energy (a.u.): -5208.77037
Frontier orbital gap (eV): 4.28
Max |F| (eV/Å): 5.0
LUMO energy (eV): -2.4

Each line ends with the Löwdin charge.
Cartesian coordinates (Å):
Rb1 -16.722 -14.600 15.416  0.863
C1 -22.821 -15.384 11.038  -0.068
C2 -23.688 -15.630 12.066  -0.097
C3 -23.489 -15.170 13.349  -0.022
C4 -22.315 -14.492 13.627  -0.252
C5 -21.372 -14.184 12.570  -0.023
C6 -21.596 -14.704 11.311  -0.069
N1 -21.977 -14.334 14.987  0.097
N2 -20.718 -14.012 15.268  0.098
C7 -20.468 -13.768 16.588  -0.329
C8 -21.608 -13.661 17.478  0.002
C9 -21.347 -13.188 18.747  -0.075
C10 -20.077 -12.744 19.096  -0.046
C11 -19.050 -12.816 18.143  -0.140
N3 -19.199 -13.517 17.012  0.058
H1 -23.014 -15.851 10.071  0.111
H2 -24.537 -16.217 11.762  0.106
H3 -24.163 -15.405 14.177  0.122
H4 -20.426 -13.874 12.927  0.072
H5 -20.845 -14.678 10.507  0.109
H6 -22.487 -14.328 17.288  0.123
H7 -22.135 -13.085 19.467  0.105
H8 -19.842 -12.224 20.057  0.124
H9 -18.052 -12.408 18.272  0.116
C12 -17.062 -9.506 9.823  -0.049
C13 -17.012 -8.621 11.060  -0.317
C14 -18.277 -7.717 11.155  -0.161
C15 -18.643 -7.135 12.468  -0.137
C16 -18.607 -8.226 13.550  -0.109
C17 -19.412 -8.198 14.697  0.045
C18 -19.397 -9.295 15.552  -0.216
F1 -20.306 -9.525 16.542  0.044
C19 -18.458 -10.375 15.404  0.104
C20 -17.488 -10.257 14.384  -0.066
C21 -16.427 -11.265 14.379  -0.294
O1 -16.312 -11.982 15.393  -0.130
C22 -15.563 -11.318 13.149  0.011
C23 -15.749 -10.288 12.270  0.038
N4 -16.830 -9.401 12.289  0.016
C24 -17.650 -9.280 13.408  -0.081
C25 -15.120 -12.629 12.470  -0.544
O2 -14.242 -12.716 11.626  0.074
O3 -15.762 -13.690 12.923  -0.247
H10 -16.978 -8.806 8.970  0.098
H11 -18.100 -9.939 9.725  0.101
H12 -16.233 -10.215 9.769  0.073
H13 -16.071 -7.958 11.000  0.174
H14 -19.172 -8.183 10.686  0.131
H15 -17.999 -6.880 10.464  0.135
H16 -19.708 -6.819 12.429  0.131
H17 -18.020 -6.275 12.739  0.129
H18 -20.090 -7.345 15.006  0.154
H19 -18.423 -11.212 16.080  0.090
H20 -14.999 -10.118 11.508  0.149
O4 -8.896 -20.532 18.003  -0.380
S1 -8.304 -19.592 18.943  0.493
O5 -9.029 -19.313 20.203  -0.384
O6 -6.788 -19.573 19.057  -0.417
C26 -8.618 -18.248 17.675  -0.382
N5 -7.627 -17.791 16.949  0.125
C27 -7.878 -16.810 16.120  -0.125
C28 -9.142 -16.271 15.991  0.011
C29 -10.152 -16.834 16.835  -0.196
N6 -9.826 -17.779 17.780  0.169
C30 -11.482 -16.365 16.895  -0.165
C31 -12.513 -16.986 17.620  0.026
C32 -13.813 -16.561 17.397  -0.155
N7 -14.162 -15.605 16.537  -0.059
C33 -13.160 -14.867 16.035  -0.148
C34 -11.807 -15.182 16.220  0.006
H21 -6.992 -16.533 15.526  0.118
H22 -9.372 -15.594 15.242  0.066
H23 -12.302 -17.824 18.310  0.136
H24 -14.703 -17.114 17.789  0.119
H25 -13.404 -14.112 15.274  0.103
H26 -11.031 -14.696 15.611  0.108
Ge1 -15.521 -15.217 11.866  1.017
C35 -16.178 -14.574 10.155  -0.289
C36 -15.687 -15.187 8.986  -0.100
C37 -15.919 -14.671 7.696  -0.065
C38 -16.642 -13.477 7.542  -0.068
C39 -17.219 -12.945 8.692  -0.085
C40 -16.967 -13.409 10.014  -0.079
C41 -16.732 -16.544 12.599  -0.327
C42 -18.134 -16.296 12.581  -0.103
C43 -18.990 -17.253 13.161  -0.088
C44 -18.503 -18.396 13.756  -0.064
C45 -17.092 -18.629 13.777  -0.065
C46 -16.255 -17.683 13.267  -0.142
H27 -14.063 -15.729 11.611  0.048
H28 -15.208 -16.129 9.079  0.085
H29 -15.444 -15.141 6.850  0.101
H30 -16.876 -13.104 6.541  0.110
H31 -17.807 -12.093 8.610  0.058
H32 -17.449 -12.997 10.876  0.093
H33 -18.475 -15.348 12.151  0.093
H34 -20.100 -17.093 13.171  0.120
H35 -19.199 -19.185 14.087  0.117
H36 -16.630 -19.466 14.367  0.132
H37 -15.211 -17.907 13.264  0.100